1.
Formula: C3H5NOP
Source: the OMol25 dataset
Level of theory: ωB97M-V/def2-TZVPD

The geometry in XYZ format:
```
11
Properties=species:S:1:pos:R:3:forces:R:3:nbo_charge:R:1
O -1.8704 0.9409 0.4771 0.5 0.1 0.5 -0.7611
N -1.0295 0.3818 -0.3890 1.3 0.3 -0.7 -0.1060
C -0.4756 -1.0256 0.0495 -1.8 -1.7 -0.9 -0.3590
C 0.8998 -1.0793 0.5669 1.0 2.6 0.7 -0.6112
P 1.7848 0.3172 0.0760 0.3 -0.7 1.2 0.4998
C 0.3963 1.2971 -0.5583 -1.2 -1.3 -1.3 -0.6825
H -0.5724 -1.5367 -0.9550 0.6 0.1 1.0 0.1868
H -1.1408 -1.6830 0.7067 0.2 1.6 -0.6 0.1921
H 1.1936 -1.4870 1.5752 -0.1 -0.4 -1.4 0.2145
H 0.6104 1.7156 -1.6064 -0.7 -0.9 1.1 0.1940
H 0.2039 2.1589 0.0573 0.0 0.3 0.6 0.2325
```
Forces are in eV/Å.

For the HOMO-LUMO gap (spin up / spin down), the calculation gives 5.4 / 5.4 eV. As for the lowest unoccupied orbital energy (spin up / spin down): 4.02 / 4.02 eV. Its energy above the lowest of the compared OMol25 structures with the same formula, charge and spin is 113.89 kJ/mol. The charge is -1.


2.
Formula: C3H5NOS
Source: the OMol25 dataset
Level of theory: ωB97M-V/def2-TZVPD

The geometry in XYZ format:
```
11
Properties=species:S:1:pos:R:3:forces:R:3:nbo_charge:R:1
O -0.2728 -2.0290 -0.5918 -0.4 0.0 -0.3 -0.5092
N -0.0806 -0.7272 -0.2782 -0.1 0.7 0.0 -0.0797
C -0.9642 0.4122 -0.4313 0.0 -0.2 0.9 -0.2045
C 0.1608 1.1849 0.3170 0.2 0.3 -0.2 -0.4466
C 0.8969 -0.1478 0.3985 0.3 -0.3 0.3 0.0876
S 2.2559 -0.8046 1.0659 -0.4 0.1 -0.2 -0.2138
H 0.4882 -2.4339 -0.1636 0.5 -0.6 0.3 0.4953
H -1.8982 0.3242 0.1274 0.0 -0.1 -0.1 0.2019
H -1.1484 0.6792 -1.4442 -0.1 0.3 -0.9 0.2028
H 0.6769 1.9376 -0.2811 0.0 -0.1 0.1 0.2319
H -0.1144 1.6044 1.2813 0.0 -0.1 0.0 0.2343
```
Forces are in eV/Å.

For the HOMO-LUMO gap, the calculation gives 9.4 eV. As for the lowest unoccupied orbital energy: 0.84 eV. Its energy above the lowest of the compared OMol25 structures with the same formula, charge and spin is 266.35 kJ/mol.


3.
Formula: C3H5NOS
Source: the OMol25 dataset
Level of theory: ωB97M-V/def2-TZVPD

The geometry in XYZ format:
```
11
Properties=species:S:1:pos:R:3:forces:R:3:nbo_charge:R:1
C 0.4256 0.8608 0.0201 0.3 -0.3 0.0 0.4153
C -0.0436 -0.5306 -0.1947 -0.4 -0.4 0.0 -0.5600
C -1.5622 -0.2496 -0.1328 0.1 -0.3 -0.1 -0.1017
N -0.4414 1.7599 0.1434 2.6 -0.1 0.1 -0.1799
O -1.6863 1.1845 0.0738 -0.8 -0.2 -0.1 -0.3342
S 3.2616 -0.1580 -0.0473 -2.0 1.0 -0.1 -0.2450
H 3.5792 0.4930 1.0693 0.1 0.1 0.2 0.1176
H 0.2909 -0.9096 -1.1599 0.0 0.0 0.1 0.2432
H 0.3076 -1.2019 0.5869 0.0 0.1 -0.1 0.2502
H -2.0790 -0.4974 -1.0629 0.1 0.0 0.1 0.1976
H -2.0526 -0.7510 0.7042 0.1 0.1 -0.1 0.1971
```
Forces are in eV/Å.

For the HOMO-LUMO gap, the calculation gives 6.4 eV. As for the lowest unoccupied orbital energy: -3.12 eV. Its energy above the lowest of the compared OMol25 structures with the same formula, charge and spin is 646.97 kJ/mol.


4.
Formula: C3H5NOS
Source: the OMol25 dataset
Level of theory: ωB97M-V/def2-TZVPD

The geometry in XYZ format:
```
11
Properties=species:S:1:pos:R:3:forces:R:3:nbo_charge:R:1
S -0.1846 -1.4329 1.9693 -0.9 -1.3 -0.3 -0.0510
C -0.6659 -0.9208 0.2472 -0.1 0.9 2.5 0.1324
N 0.4121 -1.1078 -0.5572 2.0 -0.5 -1.6 -0.3948
C 0.8500 -0.0041 -0.9758 -1.0 0.2 -0.3 0.0646
C 0.0223 1.1718 -0.4437 0.5 1.0 1.8 -0.1543
O -1.0411 0.4479 0.2437 0.4 0.5 -0.9 -0.5206
H 0.2222 -0.2270 2.1205 0.7 1.5 0.7 0.1106
H -1.3980 -1.5777 -0.0806 -2.0 -0.9 -0.4 0.1934
H 1.5750 -0.1205 -1.7488 0.9 1.0 -0.3 0.2120
H 0.5848 1.8213 0.3719 -0.7 -1.4 -1.6 0.1917
H -0.3768 1.9498 -1.1464 0.2 -1.2 0.3 0.2159
```
Forces are in eV/Å.

For the HOMO-LUMO gap, the calculation gives 10.0 eV. As for the lowest unoccupied orbital energy: 0.80 eV. Its energy above the lowest of the compared OMol25 structures with the same formula, charge and spin is 205.81 kJ/mol.


5.
Formula: C3H5NOS
Source: the OMol25 dataset
Level of theory: ωB97M-V/def2-TZVPD

The geometry in XYZ format:
```
11
Properties=species:S:1:pos:R:3:forces:R:3:nbo_charge:R:1
C 0.7147 0.2120 -0.0553 0.6 0.1 0.0 -0.3897
C 0.6397 1.1221 -0.9797 0.4 1.3 -1.0 -0.3465
C -2.4565 -0.2798 -1.1324 0.6 -2.1 -0.1 -0.1259
N -1.9065 0.6133 -0.4936 -0.3 2.0 0.4 -0.4357
O -4.1993 -0.0133 0.7791 -0.8 0.3 0.8 -0.9325
S -2.8371 -0.4653 0.5974 0.0 -0.5 -1.3 1.2453
H 1.0334 -0.7871 -0.0648 0.5 -1.3 -1.1 0.1918
H 0.4724 0.4376 0.9091 -0.8 1.0 2.6 0.1786
H 0.3492 2.1781 -0.8593 0.0 -0.8 0.5 0.2040
H 0.8650 0.8989 -1.9888 0.4 -0.3 -1.0 0.1791
H -2.3577 -0.7153 -2.1316 -0.5 0.3 0.2 0.2314
```
Forces are in eV/Å.

For the HOMO-LUMO gap, the calculation gives 9.6 eV. As for the lowest unoccupied orbital energy: 0.34 eV. Its energy above the lowest of the compared OMol25 structures with the same formula, charge and spin is 454.23 kJ/mol.


6.
Formula: C3H5NOS2
Source: the OMol25 dataset
Level of theory: ωB97M-V/def2-TZVPD

The geometry in XYZ format:
```
12
Properties=species:S:1:pos:R:3:forces:R:3:nbo_charge:R:1
S 3.5205 0.0937 0.0369 -0.9 -0.5 -0.1 0.1960
N 2.1018 -0.8826 -0.0764 1.6 0.6 0.1 -0.5899
C 0.9682 -0.3546 -0.0967 -0.5 -1.9 0.1 0.3448
O -0.0625 -1.2712 -0.2025 -0.4 0.5 0.2 -0.4848
C -1.3278 -0.7526 0.2586 1.4 0.4 -0.8 -0.0791
C -1.3072 0.7174 -0.1548 -1.0 0.7 1.4 -0.5287
S 0.4506 1.2986 0.0186 -1.4 0.1 0.1 0.2184
H 2.8976 1.2662 -0.1220 0.3 0.4 0.0 0.0732
H -1.4537 -0.9597 1.3202 0.1 0.3 0.1 0.1878
H -2.0761 -1.2851 -0.2955 -0.5 -0.3 -0.2 0.2048
H -2.0461 1.2855 0.4734 1.1 -0.2 -0.3 0.2355
H -1.6652 0.8443 -1.1599 0.3 0.0 -0.6 0.2220
```
Forces are in eV/Å.

For the HOMO-LUMO gap, the calculation gives 9.0 eV. As for the lowest unoccupied orbital energy: 0.51 eV. Its energy above the lowest of the compared OMol25 structures with the same formula, charge and spin is 118.57 kJ/mol.


7.
Formula: C3H5NOS2
Source: the OMol25 dataset
Level of theory: ωB97M-V/def2-TZVPD

The geometry in XYZ format:
```
12
Properties=species:S:1:pos:R:3:forces:R:3:nbo_charge:R:1
C -1.8526 -0.5915 0.7436 0.9 2.2 1.3 -0.6636
C -0.4645 0.0780 0.4856 0.1 2.3 2.2 0.3982
C 2.6813 0.6700 -0.6183 -2.4 -4.6 1.9 -0.0451
H -1.7162 -0.4267 -1.5631 -2.9 0.6 1.5 0.1378
H -2.3108 -0.0330 1.5880 0.7 -0.2 -0.2 0.2539
H -1.7301 -1.5758 1.1150 -0.2 -1.4 -0.5 0.2317
H 3.7732 0.9033 -0.7293 -1.2 0.2 0.2 0.1942
H 1.5669 1.7048 -1.2943 3.2 -3.2 2.1 0.2230
N 2.5054 -0.6605 0.0865 -1.7 7.5 -4.5 -0.5362
O -0.3089 1.2709 0.7852 0.3 -3.2 -1.4 -0.5470
S -2.8995 -0.1327 -0.5968 2.3 -1.2 -3.1 0.0295
S 0.7559 -1.2068 -0.0019 0.9 1.0 0.5 0.3234
```
Forces are in eV/Å.

For the HOMO-LUMO gap, the calculation gives 8.8 eV. As for the lowest unoccupied orbital energy: -0.57 eV. Its energy above the lowest of the compared OMol25 structures with the same formula, charge and spin is 619.26 kJ/mol.


8.
Formula: C3H5NOS2
Source: the OMol25 dataset
Level of theory: ωB97M-V/def2-TZVPD

The geometry in XYZ format:
```
12
Properties=species:S:1:pos:R:3:forces:R:3:nbo_charge:R:1
C -1.3113 1.1902 0.1276 1.2 2.1 2.3 -0.3109
O 0.1879 1.1439 -0.0298 -2.3 -2.4 -0.6 -0.5091
C 0.6992 -0.1478 -0.0327 0.6 1.5 -0.5 0.4609
C 2.1768 0.0140 -0.3236 -0.1 0.2 0.7 -0.3353
S 3.3367 -0.9990 0.1244 -0.2 0.1 -0.2 0.1408
N 0.1948 -1.2866 0.0909 -1.6 -1.2 -0.6 -0.5768
S -1.5080 -1.8026 -0.0656 1.3 2.1 0.4 0.1613
H -1.6432 0.6674 1.0526 0.4 -0.4 -1.0 0.2071
H -1.2885 2.2142 0.5402 -0.9 0.0 -0.8 0.2133
H -2.0086 1.0789 -0.7259 1.1 -0.2 0.2 0.2139
H 2.3917 0.9935 -0.7892 -0.1 -0.6 0.1 0.2174
H -1.2274 -3.0662 0.0311 0.5 -1.1 0.1 0.1174
```
Forces are in eV/Å.

For the HOMO-LUMO gap, the calculation gives 8.1 eV. As for the lowest unoccupied orbital energy: -0.74 eV. Its energy above the lowest of the compared OMol25 structures with the same formula, charge and spin is 282.63 kJ/mol.